DFT (ωB97M-V/def2-TZVPD) results for C29H36HfN5S2Sb as an isolated structure.

Values from the calculation:
* energy relative to the best compared isomer or geometry (same formula, charge and spin): 21.85 kcal per mole
* max |F|: 0.013 hartree/bohr
* 2S+1: 1
* net charge: +2

Positions of all 74 atoms, in Å:
Hf (0.057, -0.004, -0.210)
Sb (-0.920, 2.492, -1.590)
S (-1.229, 0.804, 1.902)
S (3.882, 0.084, -2.818)
N (0.107, -0.054, 4.060)
N (-0.333, -1.729, 1.086)
N (-1.242, -1.676, -1.388)
N (0.061, -1.567, 2.383)
N (1.740, -0.785, -1.687)
C (-3.449, 3.173, -3.348)
C (-0.742, -2.849, 0.646)
C (2.938, -1.085, -3.684)
C (-1.830, -1.600, -2.582)
C (-0.554, 4.317, 0.821)
C (1.333, -3.108, -4.592)
C (-2.705, 1.998, -2.714)
C (2.802, -0.010, -1.506)
C (0.132, 4.332, -3.895)
C (3.218, -1.645, -4.927)
C (1.888, 0.943, 0.549)
C (-3.638, 1.228, -1.775)
C (2.390, -2.648, -5.384)
C (1.844, -1.482, -2.915)
C (1.830, 3.635, -2.159)
C (2.082, 1.756, 1.675)
C (1.057, -2.544, -3.362)
C (-1.940, -3.957, -1.226)
C (3.009, 0.761, -0.281)
C (-1.305, -2.849, -0.714)
C (-1.550, 4.119, -0.322)
C (0.594, 3.218, -2.959)
C (-2.564, -3.860, -2.467)
C (4.259, 1.292, 0.016)
C (-2.514, -2.660, -3.152)
C (-0.274, -0.375, 2.826)
C (3.318, 2.313, 1.972)
C (4.412, 2.070, 1.153)
C (-1.780, 5.406, -1.105)
H (5.381, 2.485, 1.398)
H (1.253, 1.963, 2.337)
H (2.158, 2.886, -1.436)
H (0.411, 4.670, 0.449)
H (-4.065, 1.896, -1.023)
H (-0.761, -3.735, 1.274)
H (-2.493, 3.736, 0.074)
H (-2.337, 1.345, -3.509)
H (-0.937, 5.080, 1.504)
H (-3.083, -4.712, -2.885)
H (0.286, -2.966, -2.739)
H (-3.915, 3.801, -2.587)
H (0.573, -0.750, 4.622)
H (1.642, 4.563, -1.613)
H (5.113, 1.098, -0.623)
H (-4.475, 0.802, -2.334)
H (0.924, 4.522, -4.624)
H (-0.832, 5.883, -1.356)
H (-2.981, -2.540, -4.119)
H (-0.290, 0.750, 4.518)
H (0.816, 2.325, -3.549)
H (-4.254, 2.786, -3.978)
H (-0.043, 5.262, -3.357)
H (0.732, -3.940, -4.938)
H (-3.149, 0.411, -1.239)
H (-2.351, 5.274, -2.022)
H (4.074, -1.318, -5.504)
H (-0.764, 4.084, -4.456)
H (-1.960, -4.877, -0.656)
H (-1.738, -0.659, -3.107)
H (-2.333, 6.104, -0.469)
H (-2.823, 3.800, -3.975)
H (-0.389, 3.409, 1.398)
H (2.585, -3.109, -6.343)
H (2.661, 3.828, -2.844)
H (3.431, 2.932, 2.853)